1.
Entry from the OMol25 dataset: a single C5H8N2S4 molecule (wB97M-V/def2-TZVPD).

Values from the calculation:
DFT total energy = -1897.53469 a.u.
energy relative to the best compared isomer or geometry (same formula, charge and spin) = 0.0 kcal/mol
Kohn-Sham gap = 7.92 eV

Cartesian coordinates (Å):
C -2.023 0.410 -1.048
C -0.801 0.155 -0.143
C 0.417 -0.105 -0.982
N 1.790 -0.128 -0.384
C 2.296 0.959 0.148
S 3.688 1.512 -0.552
S 1.605 1.625 1.566
S 1.165 -0.219 2.503
C -0.268 -1.027 2.078
S -0.731 -2.339 2.989
N -0.899 -0.921 0.876
H -3.008 0.415 -0.491
H -2.066 -0.269 -1.978
H -1.810 1.401 -1.429
H -0.869 1.200 0.334
H 0.241 -1.029 -1.608
H 0.408 0.642 -1.779
H 2.510 -0.660 -0.915
H -1.645 -1.624 0.812

=====

2.
Entry from the OMol25 dataset: 2 unconnected molecules or ions with the total composition C5H8N3 (wB97M-V/def2-TZVPD).

Values from the calculation:
DFT total energy = -359.15768 a.u.
net charge = +1
energy relative to the best compared isomer or geometry (same formula, charge and spin) = 123.7 kcal/mol
Kohn-Sham gap = 6.87 eV

Cartesian coordinates (Å):
C 1.591 -1.788 1.033
C 1.484 -0.565 0.430
C -0.417 -1.567 0.272
C -1.000 0.375 -1.839
C -0.662 2.200 0.605
N 0.335 -2.393 0.922
N 0.256 -0.374 -0.101
N -0.320 0.605 -0.777
H 2.467 -2.063 1.591
H 2.347 0.092 0.388
H -1.476 -1.733 -0.056
H -1.047 -0.598 -2.366
H -1.504 1.180 -2.165
H -1.722 2.516 0.505
H 0.193 2.610 0.092
H -0.526 1.501 1.467

=====

3.
Entry from the OMol25 dataset: 2 unconnected molecules or ions with the total composition C5H8N3 (wB97M-V/def2-TZVPD).

Values from the calculation:
DFT total energy = -359.14392 a.u.
net charge = +1
energy relative to the best compared isomer or geometry (same formula, charge and spin) = 132.3 kcal/mol
Kohn-Sham gap = 9.13 eV

Cartesian coordinates (Å):
C 2.395 -0.864 0.370
C 2.726 0.497 0.035
C -1.803 -0.068 -0.557
C -1.426 -0.262 0.839
C 0.661 0.195 -0.275
N 1.124 -1.030 0.190
N 1.652 1.157 -0.275
N -0.713 0.666 0.019
H 3.123 -1.548 0.727
H 3.785 0.873 0.088
H -1.627 -0.922 -1.272
H -2.610 0.517 -0.763
H -2.205 -0.001 1.507
H -0.717 -1.202 1.076
H 0.377 -0.277 -1.924
H -0.866 1.676 0.279

=====

4.
Entry from the OMol25 dataset: a gas-phase ion, C5H8N3O (charge +1) (wB97M-V/def2-TZVPD).

Values from the calculation:
DFT total energy = -434.48801 a.u.
net charge = +1
energy relative to the best compared isomer or geometry (same formula, charge and spin) = 67.8 kcal/mol
Kohn-Sham gap = 9.32 eV

Cartesian coordinates (Å):
N 1.039 -1.036 -0.112
C 0.547 0.114 0.732
C 1.772 1.385 0.309
O 2.397 1.007 -0.622
N -0.740 0.436 0.302
C -1.206 0.603 -1.000
C -2.581 0.411 -0.918
N -2.978 0.145 0.346
C -1.874 0.183 1.053
H 0.246 -0.979 -0.856
H 1.038 -1.860 0.467
H 2.014 -0.877 -0.374
H 0.733 -0.021 1.854
H 1.866 2.389 0.824
H -0.731 1.114 -1.854
H -3.422 0.176 -1.560
H -1.813 -0.024 2.065

=====

5.
Entry from the OMol25 dataset: 2 unconnected molecules or ions with the total composition C5H8N4 (wB97M-V/def2-TZVPD).

Values from the calculation:
DFT total energy = -414.18895 a.u.
energy relative to the best compared isomer or geometry (same formula, charge and spin) = 89.9 kcal/mol
Kohn-Sham gap (alpha / beta) = 7.96 / 7.96 eV

Cartesian coordinates (Å):
H -2.653 -0.998 1.140
N -2.358 -0.145 0.730
C -1.824 0.022 -0.441
C -1.605 -0.996 -1.420
N -1.593 -1.855 -2.172
H -1.830 1.071 -0.584
N 1.639 -0.700 -1.467
C 0.868 0.259 -0.991
C 0.615 0.531 0.333
C 1.028 0.429 1.714
N 0.230 1.538 1.225
H 1.361 -1.215 -2.314
H 1.876 -1.470 -0.829
H 0.475 0.825 -1.860
H 0.463 -0.336 2.312
H 2.060 0.711 2.055
H -0.730 1.435 1.624

=====

6.
Entry from the OMol25 dataset: 2 unconnected molecules or ions with the total composition C5H8N4 (wB97M-V/def2-TZVPD).

Values from the calculation:
DFT total energy = -414.11647 a.u.
energy relative to the best compared isomer or geometry (same formula, charge and spin) = 135.3 kcal/mol
Kohn-Sham gap = 7.91 eV

Cartesian coordinates (Å):
C -1.744 0.892 1.780
C 2.461 0.369 0.538
C 2.005 -0.636 1.053
C 0.096 -0.635 -1.863
C -0.432 -1.130 -0.576
N -1.154 1.794 1.028
N -1.623 -0.379 1.296
N -0.479 1.119 0.143
N -0.819 -0.215 0.232
H -2.192 0.998 2.709
H 2.582 1.227 -0.125
H -0.136 1.542 -0.813
H 1.607 -1.525 1.563
H 0.443 -1.437 -2.579
H 0.989 -0.100 -1.583
H -0.640 0.111 -2.364
H -0.965 -1.994 -0.439

=====

7.
Entry from the OMol25 dataset: 2 unconnected molecules or ions with the total composition C5H8N4 (wB97M-V/def2-TZVPD).

Values from the calculation:
DFT total energy = -414.19257 a.u.
energy relative to the best compared isomer or geometry (same formula, charge and spin) = 87.6 kcal/mol
Kohn-Sham gap = 8.74 eV

Cartesian coordinates (Å):
C -1.899 -1.064 0.909
C -1.148 -1.039 -1.366
C 0.174 0.122 0.236
C 0.986 0.864 -0.550
C 1.512 1.014 1.643
H -1.764 -0.161 1.665
H -3.226 -0.934 0.282
H -1.530 -2.259 1.346
H -1.896 -1.925 -1.590
H -0.742 -1.491 -3.183
H 1.116 0.929 -1.589
H 2.510 2.365 0.044
H 1.798 1.638 2.512
N -0.992 -0.578 -0.142
N -0.566 -0.589 -2.485
N 1.954 1.364 0.360
N 0.460 0.154 1.593

=====

8.
Entry from the OMol25 dataset: a single C5H8N4 molecule (wB97M-V/def2-TZVPD).

Values from the calculation:
DFT total energy = -414.07227 a.u.
energy relative to the best compared isomer or geometry (same formula, charge and spin) = 163.1 kcal/mol
Kohn-Sham gap (alpha / beta) = 6.53 / 7.32 eV

Cartesian coordinates (Å):
C 0.400 -0.851 -0.320
C -0.599 -0.385 0.472
C 0.863 1.799 -0.391
C -1.677 -1.433 0.721
C 1.987 2.540 -0.912
N 0.145 1.862 0.630
N -0.780 0.887 0.980
N 0.058 -2.071 -0.775
N -1.184 -2.544 -0.076
H -1.962 -1.648 1.661
H -2.573 -1.080 0.108
H 2.853 2.765 -0.102
H 2.461 1.926 -1.644
H 1.627 3.448 -1.337
H -1.511 1.092 1.614
H 0.811 -2.792 -1.052
H -0.919 -3.514 0.423

=====

9.
Entry from the OMol25 dataset: a gas-phase ion, C5H8N4 (charge +2) (wB97M-V/def2-TZVPD).

Values from the calculation:
DFT total energy = -413.51020 a.u.
net charge = +2
energy relative to the best compared isomer or geometry (same formula, charge and spin) = 67.9 kcal/mol
Kohn-Sham gap = 9.24 eV

Cartesian coordinates (Å):
C -1.530 1.199 -0.891
C -1.535 0.608 0.357
N -1.258 0.570 1.799
C -0.259 -0.088 2.169
N 0.499 -0.994 1.417
C 0.770 -1.254 0.156
N 0.877 -0.585 -0.943
C 0.817 0.782 -1.289
N -0.602 1.219 -1.747
H -2.242 -0.254 0.331
H 0.232 0.118 3.258
H 0.624 -1.791 2.050
H 0.945 -2.331 0.093
H 0.989 -1.189 -1.727
H 0.930 1.486 -0.409
H 1.539 0.852 -2.023
H -0.796 1.653 -2.600

=====

10.
Entry from the OMol25 dataset: a single C5H8N4O2 molecule (wB97M-V/def2-TZVPD).

Values from the calculation:
DFT total energy = -564.79850 a.u.
energy relative to the best compared isomer or geometry (same formula, charge and spin) = 52.3 kcal/mol
Kohn-Sham gap = 9.29 eV

Cartesian coordinates (Å):
H 3.645 0.498 -0.003
N 2.891 -0.193 0.113
C 1.758 0.331 -0.029
N 1.425 1.648 -0.347
C 0.543 -0.633 0.288
O 0.728 -1.147 1.565
O 0.637 -1.592 -0.772
C -0.901 -0.053 0.179
C -1.725 0.731 0.968
N -2.932 0.801 0.472
C -2.872 0.029 -0.595
N -1.665 -0.593 -0.755
H 0.446 1.718 -0.518
H 1.925 2.608 -0.408
H 1.170 -2.079 1.540
H 1.396 -2.094 -0.779
H -1.388 1.288 1.865
H -3.662 -0.080 -1.254
H -1.418 -1.188 -1.531

=====

11.
Entry from the OMol25 dataset: a single C5H8N4OS molecule (wB97M-V/def2-TZVPD).

Values from the calculation:
DFT total energy = -887.69737 a.u.
energy relative to the best compared isomer or geometry (same formula, charge and spin) = 66.9 kcal/mol
Kohn-Sham gap (alpha / beta) = 7.81 / 7.80 eV

Cartesian coordinates (Å):
C 0.933 1.076 0.522
C -2.699 0.171 0.304
C -1.072 1.264 -1.149
C -0.398 -0.848 0.029
C 1.753 -1.168 1.080
N 0.037 1.695 -0.378
N -2.313 1.119 -0.631
N -1.711 -0.804 0.481
N 0.723 -0.258 0.638
O 1.834 1.738 1.042
S -4.138 0.151 1.006
H -1.021 1.353 -2.249
H -0.216 -1.808 -0.407
H 1.988 -0.653 2.043
H 1.320 -2.192 1.385
H 2.568 -1.302 0.307
H 0.545 2.377 -0.873
H -3.085 1.503 -1.097
H -2.079 -1.618 1.129

=====

12.
Entry from the OMol25 dataset: a gas-phase ion, C5H8N5 (charge +1) (wB97M-V/def2-TZVPD).

Values from the calculation:
DFT total energy = -468.80300 a.u.
net charge = +1
energy relative to the best compared isomer or geometry (same formula, charge and spin) = 20.7 kcal/mol
Kohn-Sham gap = 8.63 eV

Cartesian coordinates (Å):
H 3.591 -1.296 0.756
N 2.651 -0.811 0.738
C 2.388 -0.115 -0.301
N 1.410 0.917 -0.350
C 0.101 0.983 -0.151
N -0.507 2.154 0.153
N -1.869 2.079 0.007
C -2.200 0.812 -0.083
C -0.977 0.013 -0.256
C -0.844 -1.354 -0.242
N -1.723 -2.158 0.262
H 3.200 -0.003 -1.033
H 1.963 1.754 -0.296
H -0.108 3.134 0.082
H -3.213 0.407 -0.155
H 0.202 -1.750 -0.350
H -1.528 -3.163 0.521
H -2.538 -1.603 0.698

=====

13.
Entry from the OMol25 dataset: a gas-phase ion, C5H8N5 (charge +1) (wB97M-V/def2-TZVPD).

Values from the calculation:
DFT total energy = -468.78193 a.u.
net charge = +1
energy relative to the best compared isomer or geometry (same formula, charge and spin) = 33.9 kcal/mol
Kohn-Sham gap = 9.11 eV

Cartesian coordinates (Å):
N 0.753 1.307 -1.511
C 0.134 1.194 -0.276
N -1.457 0.579 -0.607
C -1.508 -0.892 -0.690
C -0.605 -1.644 -0.048
C 0.319 -1.069 0.814
N 1.215 -1.617 1.671
C 1.825 -0.556 2.154
N 1.536 0.565 1.563
N 0.508 0.300 0.702
H 0.799 0.465 -1.964
H 0.970 2.210 -1.912
H -0.188 2.190 0.244
H -1.726 1.025 -1.521
H -2.195 0.808 0.131
H -2.251 -1.454 -1.292
H -0.816 -2.708 -0.172
H 2.688 -0.702 2.712

=====

14.
Entry from the OMol25 dataset: a gas-phase ion, C5H8N5O (charge +1) (wB97M-V/def2-TZVPD).

Values from the calculation:
DFT total energy = -543.78241 a.u.
net charge = +1
energy relative to the best compared isomer or geometry (same formula, charge and spin) = 234.4 kcal/mol
Kohn-Sham gap (alpha / beta) = 8.53 / 8.17 eV

Cartesian coordinates (Å):
C 1.250 -1.021 0.239
C -0.010 -1.196 -0.336
C -0.541 1.940 0.148
C -0.283 -2.352 -1.245
C -1.403 0.508 1.904
N -0.943 -0.296 -0.210
N -0.964 0.789 0.539
N 0.197 2.329 -0.901
N 1.469 2.077 -1.006
N 2.293 -1.133 0.714
O 3.355 -1.177 1.097
H -1.296 -2.108 -1.781
H 0.476 -2.541 -2.063
H -0.468 -3.131 -0.548
H -1.205 1.355 2.550
H -2.545 0.403 1.807
H -0.916 -0.334 2.239
H -0.260 3.085 -1.496
H 1.793 2.805 -1.650

=====

15.
Entry from the OMol25 dataset: a gas-phase ion, C5H8NO (charge -1) (wB97M-V/def2-TZVPD).

Values from the calculation:
DFT total energy = -325.17106 a.u.
net charge = -1
energy relative to the best compared isomer or geometry (same formula, charge and spin) = 66.4 kcal/mol
Kohn-Sham gap = 5.52 eV

Cartesian coordinates (Å):
C 2.727 0.512 -0.197
C 1.383 0.416 0.025
N 0.618 -0.610 -0.186
O 0.993 -1.858 -0.079
C -1.004 -0.393 0.012
C -1.694 -1.510 0.248
C -1.515 0.985 -0.194
H 3.306 1.383 0.149
H 3.249 -0.387 -0.184
H 0.818 1.413 0.138
H -1.072 -2.315 0.525
H -2.785 -1.543 0.220
H -2.253 1.244 0.672
H -2.096 0.918 -1.166
H -0.675 1.745 0.018